Record 1
Formula: C25H35N2O3
Source: the Open Molecules 2025 dataset
Level of theory: the ωB97M-V functional and the def2-TZVPD basis

Lowest unoccupied orbital energy: -1.9807 eV
SMILES: CCOCCCNC(=O)[C@H]1CC[N@H+](Cc2cccc(OCc3ccccc3)c2)CC1
HOMO: -11.03 eV
Charge: +1

```
65
Properties=species:S:1:pos:R:3:forces:R:3
C -4.770062 2.214228 -2.787326 0.2 0.4 0.2
C -4.225904 3.630364 -2.617533 -0.2 -0.2 -0.3
O -3.297967 3.770919 -1.560127 0.1 0.0 0.1
C -3.845763 3.572187 -0.266775 0.0 0.1 0.2
C -2.973701 4.272426 0.774528 0.0 -0.4 -0.4
C -1.588679 3.640081 0.900506 -0.3 0.0 0.4
N -0.852941 3.758837 -0.341846 0.2 0.2 0.2
C -0.574044 2.727041 -1.120937 0.3 0.6 -0.4
O -0.764431 1.554872 -0.773768 -0.3 -0.3 0.2
C 0.055119 3.050602 -2.476382 -0.1 0.0 0.0
C 1.564953 2.768161 -2.472793 -0.1 0.0 0.1
C 1.873101 1.286086 -2.217240 0.5 0.5 0.2
N 0.705887 0.442884 -2.546627 -0.3 -0.1 0.3
C 1.028284 -0.999593 -2.511412 0.2 -0.6 0.2
C 1.565290 -1.404508 -1.162501 0.0 -0.1 0.0
C 2.867131 -1.870373 -1.027411 0.0 0.0 -0.1
C 3.332615 -2.241423 0.221388 0.0 0.1 -0.1
C 2.526592 -2.144404 1.340639 -0.1 0.1 0.2
C 1.221307 -1.671707 1.215683 0.1 0.1 -0.4
O 0.340838 -1.520036 2.228055 -0.2 0.0 -0.2
C 0.721249 -1.902397 3.538855 0.0 0.0 0.4
C 0.989016 -3.379721 3.698799 0.0 0.0 -0.1
C 0.318288 -4.306385 2.912563 0.0 0.1 0.0
C 0.560887 -5.659439 3.069231 0.0 0.0 0.0
C 1.467853 -6.097374 4.018724 0.0 -0.1 0.0
C 2.133666 -5.177399 4.811251 0.0 -0.1 0.1
C 1.899079 -3.823729 4.649448 -0.1 0.1 -0.1
C 0.749741 -1.306707 -0.047182 0.1 -0.1 0.2
C 0.105202 0.890793 -3.813443 -0.4 0.2 -0.5
C -0.621416 2.220217 -3.583543 0.0 0.0 0.1
H -3.956670 1.492618 -2.829264 0.1 -0.1 0.0
H -5.425320 1.947186 -1.962469 -0.1 -0.1 0.0
H -5.338776 2.155683 -3.710522 -0.1 0.0 -0.1
H -3.670720 3.932143 -3.510105 -0.1 0.0 0.0
H -5.061816 4.329386 -2.473676 0.1 0.0 0.0
H -4.859625 3.991346 -0.227032 0.0 -0.1 0.0
H -3.902943 2.498637 -0.041176 -0.1 0.1 0.0
H -3.473714 4.216278 1.740949 0.0 0.1 0.0
H -2.871588 5.324089 0.499997 -0.1 0.1 0.1
H -1.022518 4.137354 1.692904 0.0 -0.1 0.0
H -1.669663 2.575996 1.130103 0.1 0.1 0.0
H -0.784605 4.693114 -0.717734 0.0 -0.2 -0.2
H -0.100415 4.111077 -2.683125 0.0 -0.1 0.0
H 1.960681 3.073452 -3.442598 0.0 0.0 0.0
H 2.058449 3.375640 -1.714439 0.1 0.0 0.0
H 2.118107 1.113496 -1.167827 -0.1 -0.1 -0.1
H 2.724981 0.965544 -2.822523 -0.1 -0.1 0.0
H -0.015149 0.680818 -1.759291 0.3 -0.1 -0.4
H 0.108783 -1.550780 -2.725059 0.0 0.1 -0.1
H 1.759342 -1.220889 -3.294138 -0.1 0.1 0.0
H 3.507503 -1.958210 -1.891602 0.1 0.0 -0.1
H 4.339491 -2.613603 0.327452 0.1 0.0 0.0
H 2.913697 -2.452873 2.297360 0.0 0.0 0.1
H 1.590330 -1.317229 3.868501 -0.1 -0.1 0.0
H -0.137219 -1.615002 4.156102 0.2 0.0 -0.1
H -0.394303 -3.963588 2.176349 -0.1 0.0 -0.1
H 0.036475 -6.372746 2.451387 0.0 -0.1 0.0
H 1.654588 -7.153019 4.142897 0.0 -0.1 0.0
H 2.839931 -5.513718 5.555029 0.1 0.0 0.1
H 2.421754 -3.106718 5.267021 0.1 0.1 0.1
H -0.266454 -0.951274 -0.119506 -0.2 0.1 0.0
H -0.597242 0.134830 -4.167386 0.1 0.0 0.1
H 0.897117 0.993921 -4.559879 0.0 -0.1 0.1
H -1.657706 2.039349 -3.297409 0.0 0.0 -0.1
H -0.632378 2.785959 -4.514317 0.0 0.0 0.0
```
Forces are in eV/Å.

***

Record 2
Formula: C25H36AlIN3OS
Source: the Open Molecules 2025 dataset
Level of theory: the ωB97M-V functional and the def2-TZVPD basis

Lowest unoccupied orbital energy: -2.0689 eV
HOMO: -10.31 eV
Charge: +1

```
68
Properties=species:S:1:pos:R:3:forces:R:3
Al 0.738782 0.332453 -0.538802 -0.3 0.0 0.2
I 3.757985 0.180246 -1.487052 0.1 -0.2 0.0
C 3.765854 2.223879 -1.100722 -0.3 -0.1 0.0
C 4.981271 2.837902 -1.078917 0.1 0.2 0.0
C 5.037847 4.237786 -0.904350 0.1 -0.1 0.0
C 3.880304 4.945929 -0.800837 -0.1 0.1 0.0
C 2.614152 4.306234 -0.840034 0.0 -0.1 0.0
C 1.433050 5.091294 -0.787999 0.2 0.0 0.0
C 0.218055 4.494337 -0.850524 -0.2 -0.2 0.0
C 0.126182 3.079591 -0.915914 0.0 0.1 0.1
C 1.223485 2.242548 -0.939502 0.3 0.0 -0.3
C 2.512177 2.886623 -0.958183 0.1 0.2 0.0
H 5.894140 2.268989 -1.208648 -0.1 0.0 0.0
H 6.000627 4.736018 -0.877043 -0.1 -0.1 0.0
H 3.906943 6.026742 -0.695183 0.0 -0.1 0.0
H 1.526202 6.170254 -0.713307 0.0 -0.1 0.0
H -0.689140 5.091603 -0.837475 0.1 -0.1 0.0
H -0.866872 2.650025 -0.915605 0.0 0.0 0.0
C -4.540628 -0.115178 0.487227 -0.1 0.0 0.0
C -3.881990 0.657896 -0.663885 0.1 0.0 0.0
C -4.252717 2.144383 -0.566902 0.0 0.0 0.0
C -4.357429 0.089213 -2.008597 0.0 0.0 0.0
C -2.413980 0.514306 -0.568826 -0.1 0.2 0.0
C -1.206950 0.405827 -0.501719 -0.1 0.1 -0.1
H -5.631177 -0.045424 0.407850 0.2 0.0 0.0
H -4.240721 0.297941 1.455672 0.0 0.0 -0.1
H -4.260207 -1.172801 0.457894 0.0 0.1 0.0
H -5.338479 2.261755 -0.628143 0.1 0.0 0.0
H -3.799330 2.711145 -1.383804 0.0 0.0 0.1
H -3.911204 2.570977 0.379339 0.0 0.0 -0.1
H -5.441758 0.208381 -2.096420 0.1 0.0 0.0
H -4.120779 -0.975332 -2.089161 -0.1 0.1 0.0
H -3.882536 0.611368 -2.842205 0.0 0.0 0.1
C 3.113411 -3.525865 -1.309750 -0.1 -0.1 0.1
N 1.708156 -3.842719 -1.106605 0.0 0.0 0.1
C 1.443696 -5.159287 -0.519876 0.0 0.1 -0.1
C 0.761810 -2.857569 -1.052344 -0.2 0.0 -0.3
N 1.081044 -1.617711 -0.708583 0.4 0.3 0.1
N -0.484477 -3.231647 -1.387162 -0.3 -0.1 0.0
C -1.678078 -2.537822 -0.912819 0.1 -0.4 -0.1
C -0.737587 -4.330646 -2.322271 0.0 0.1 0.2
H 3.600235 -4.388138 -1.764952 0.0 0.0 0.0
H 3.638168 -3.293374 -0.374391 0.0 0.0 0.0
H 3.209295 -2.694066 -2.000143 0.0 0.1 -0.1
H 2.167684 -5.350565 0.275782 0.0 0.0 0.0
H 1.527934 -5.957596 -1.261144 0.0 0.1 0.0
H 0.447037 -5.187418 -0.083232 0.1 0.0 0.0
H 1.996145 -1.651321 -0.273013 0.1 -0.1 0.1
H -1.419408 -1.734739 -0.241333 0.1 -0.1 0.0
H -2.331848 -3.249945 -0.401159 0.0 -0.1 0.0
H -2.226173 -2.105374 -1.750863 0.1 0.0 0.0
H 0.170169 -4.598053 -2.852084 0.1 0.0 0.0
H -1.476738 -3.997253 -3.048222 0.0 0.0 0.0
H -1.132862 -5.213417 -1.816716 0.0 0.0 0.0
O 1.232021 0.283732 1.285846 -0.6 0.2 0.4
S 0.160779 0.969164 2.209987 0.3 0.0 -0.4
C 1.051180 1.228535 3.760709 0.1 -0.1 0.0
C 0.232453 0.536360 4.848583 0.0 -0.1 0.0
C -0.270520 -0.767913 4.221655 0.0 0.1 0.0
C -0.852680 -0.382333 2.862080 0.1 -0.1 0.0
H 1.198528 2.297198 3.903563 0.0 0.0 0.0
H 2.015662 0.744431 3.591952 0.0 0.0 0.1
H -0.611501 1.161625 5.150669 0.0 0.0 0.0
H 0.845432 0.365117 5.733974 0.0 0.0 0.0
H -1.023770 -1.256827 4.838506 0.0 0.0 0.0
H 0.559343 -1.465396 4.091870 0.0 0.0 0.0
H -1.873902 0.004249 2.925507 0.1 0.0 0.0
H -0.821774 -1.160295 2.097736 -0.1 0.0 0.1
```
Forces are in eV/Å.

***

Record 3
Formula: C25H36AsClIP2Pt
Source: the Open Molecules 2025 dataset
Level of theory: the ωB97M-V functional and the def2-TZVPD basis

Lowest unoccupied orbital energy (spin up / spin down): -9.6367 / -13.1206 eV
HOMO (spin up / spin down): -15.29 / -17.25 eV
2S+1: 5
<S²>: 6.031
Charge: +3

```
67
Properties=species:S:1:pos:R:3:forces:R:3
C -1.268364 0.484117 -4.119185 0.0 0.1 -0.6
I 1.949544 -0.243744 -3.004908 1.7 0.0 -0.6
H -2.352995 0.663907 -4.128906 0.5 -0.1 0.2
H -0.999624 -0.416350 -4.659112 0.0 0.1 -0.4
H -0.709039 1.337281 -4.493006 0.0 -0.1 -0.3
Pt -0.513715 0.187228 -2.245538 0.4 -0.3 1.2
P -1.078721 -2.115046 -2.097944 -0.9 -1.7 0.4
C 0.328309 -3.262046 -2.167923 0.3 0.3 -0.3
C -2.003375 -2.702259 -0.637568 0.0 0.5 0.1
H -2.393532 -3.701545 -0.868779 0.1 0.2 0.0
H -2.441481 -3.575869 -3.399482 0.0 0.1 0.0
H -2.833721 -2.024127 -0.427670 0.0 -0.1 0.0
H -3.068706 -1.898214 -3.423143 0.1 -0.1 0.0
H 0.851976 -3.275176 -1.202534 -0.1 0.0 -0.3
H -1.355813 -2.762966 0.244376 -0.1 -0.1 -0.3
C -2.171868 -2.518887 -3.476722 0.1 0.2 -0.2
H -0.056982 -4.265081 -2.396150 0.0 0.2 0.1
H -1.656865 -2.332041 -4.420883 -0.2 -0.2 0.0
H 1.023318 -2.929795 -2.950645 -0.2 -0.4 0.2
P -0.313860 2.508462 -1.743984 -0.3 2.3 0.5
C 1.389266 3.134498 -1.840250 0.1 -0.5 -0.3
C -1.310794 3.435748 -2.944560 0.1 -0.4 -0.3
H -1.930885 2.871511 0.025393 0.1 0.1 0.0
H -0.883881 4.292767 -0.231215 0.1 -0.2 -0.2
H -0.278637 2.879094 0.672487 -0.1 0.1 -0.1
C -0.906119 3.197289 -0.164479 -0.1 -0.6 0.2
H -2.344044 3.080587 -2.896403 0.1 0.1 0.0
H -1.267599 4.497878 -2.681273 0.1 -0.1 0.0
H 1.364177 4.229594 -1.769227 -0.1 -0.2 0.0
H 1.830657 2.823578 -2.792766 0.0 0.3 0.2
H -0.919946 3.281151 -3.953598 -0.1 0.2 0.1
H 1.985571 2.722669 -1.017030 -0.1 0.1 -0.1
Cl -2.770747 0.485765 -1.592611 -1.8 0.3 0.7
C 1.198211 -4.194991 2.982140 -0.3 -0.5 0.7
C 0.035842 -3.481426 3.302290 -1.1 1.1 -0.1
C -0.297134 -2.325820 2.590262 -0.6 -1.4 1.6
C 0.559262 -1.854776 1.585892 0.2 1.1 -1.1
C 1.713105 -2.578738 1.256238 1.0 -1.4 0.4
C 2.032068 -3.740397 1.952962 0.8 1.1 -1.6
As 0.164822 -0.143017 0.643487 0.4 0.1 1.3
C -0.948227 0.624570 2.084023 -0.3 -0.2 -0.3
C -2.314354 0.823868 1.826553 0.2 -0.1 -0.2
C -3.150406 1.292791 2.837961 0.0 0.1 0.0
C -2.617499 1.601078 4.090509 -0.1 -0.1 -0.2
C -1.270375 1.371850 4.355515 0.3 0.0 0.1
C -0.431612 0.844876 3.370000 0.0 0.0 -0.1
C 1.957642 0.670798 0.876007 0.0 -0.1 0.1
C 2.208255 1.752858 1.726028 0.1 -0.2 -0.1
C 3.506231 2.281769 1.782868 0.2 0.0 -0.3
C 4.509390 1.818147 0.918571 0.0 0.0 0.1
C 4.248646 0.763142 0.040626 -0.1 0.1 0.2
C 3.001513 0.145339 0.101256 -0.2 0.3 -0.6
H 1.449362 -5.108803 3.526633 -0.1 0.3 -0.2
H -0.620882 -3.832313 4.102232 0.2 0.1 -0.3
H -1.205482 -1.782597 2.849860 0.2 -0.1 -0.1
H 2.387558 -2.234287 0.479483 -0.2 -0.2 0.2
H 2.931622 -4.297176 1.680447 -0.3 0.2 0.2
H -2.718445 0.620143 0.827325 0.1 0.1 0.6
H -4.213937 1.443066 2.636584 0.4 0.0 0.1
H -3.267941 2.009802 4.857947 0.1 -0.1 0.0
H -0.852676 1.623721 5.334020 -0.2 -0.2 -0.3
H 0.610974 0.618570 3.602677 -0.3 0.1 0.0
H 1.426972 2.172618 2.359924 0.3 -0.1 -0.2
H 3.730421 3.084677 2.489630 -0.1 -0.2 -0.3
H 5.511644 2.251961 0.935084 -0.4 0.0 0.0
H 4.986401 0.413506 -0.688928 -0.1 0.1 0.5
H 2.847524 -0.744792 -0.510870 0.0 0.2 0.1
```
Forces are in eV/Å.

***

Record 4
Formula: C25H36BF5N9O15
Source: the Open Molecules 2025 dataset
Level of theory: the ωB97M-V functional and the def2-TZVPD basis

Lowest unoccupied orbital energy: -4.9316 eV
HOMO: -12.00 eV
Charge: +1

```
91
Properties=species:S:1:pos:R:3:forces:R:3
C 4.289300 0.126053 -1.546840 -0.6 0.0 -0.5
C 3.744957 1.408624 -2.277502 1.0 -1.0 -0.6
O 4.160725 2.579218 -1.554836 -0.9 -0.7 0.5
C 2.191601 1.383645 -2.608876 -0.4 0.9 0.2
C 1.264787 1.140837 -1.384722 -1.3 1.8 1.6
C 0.768009 -0.179357 -0.947106 1.2 -0.9 -1.0
B 1.240970 -1.477717 -1.845575 0.3 0.0 -0.9
O 0.597898 -1.575188 -3.110517 0.8 1.1 1.6
N 2.242616 -2.436026 -1.412149 -3.0 -0.8 -0.3
C 1.929442 -3.698867 -2.188509 -0.2 -0.8 -0.6
C 2.086230 -2.803435 0.030631 0.6 -0.3 0.3
N -0.042549 -0.503110 0.083250 1.7 2.5 -2.0
N -0.422093 0.590054 0.727273 -0.8 0.9 2.3
C -1.394988 0.301668 1.851370 -2.9 -1.6 1.6
F -1.446221 -1.078382 2.070756 1.0 2.0 -0.7
F -0.984665 0.810939 3.061563 0.0 0.0 -2.0
C -2.840710 0.683984 1.424938 -2.9 -0.1 -1.3
C -3.609551 -0.373546 0.705376 -1.0 1.5 0.1
C -4.990520 -0.157748 0.234353 1.2 2.3 1.1
C -5.653100 1.143317 0.426230 3.2 -0.8 1.2
C -4.874752 2.188628 1.135827 -0.5 -1.8 -0.2
C -5.609523 3.567949 1.305564 1.3 -0.2 -1.5
F -5.055702 4.413414 0.326807 -0.8 -0.6 1.4
F -6.938621 3.473623 0.980823 1.7 0.4 1.2
F -5.384688 4.169451 2.511605 -0.8 -0.7 -1.6
C -3.513073 1.961322 1.640269 -0.7 -0.9 -0.9
C -0.113062 1.874997 0.481802 1.9 1.5 -1.9
O -0.672443 2.897199 1.273597 1.5 -0.3 0.8
C 0.236459 3.362846 2.186347 -1.5 -1.9 -1.1
N 0.996090 3.437462 3.045300 0.1 0.7 -0.1
C 0.790281 2.307973 -0.598115 -0.7 -3.0 0.1
C 1.132821 3.792588 -0.866733 0.2 0.6 -0.1
C 0.223096 4.461803 -1.978138 0.2 -0.2 0.4
O 0.591928 4.485929 -3.120900 -0.7 -0.1 0.7
O -0.967278 5.001951 -1.515154 1.1 -1.5 -1.0
H 4.226062 -0.760736 -2.242991 0.0 0.9 0.9
H 3.667370 -0.087505 -0.621767 0.8 0.1 -0.9
H 5.363070 0.273199 -1.265331 -1.0 0.0 -0.3
H 4.273452 1.451015 -3.279547 -1.0 0.1 1.4
H 4.139893 2.325740 -0.609507 0.2 0.3 -0.6
H 1.983007 0.713730 -3.491539 0.3 0.3 1.2
H 1.945794 2.427728 -2.978641 0.3 -1.2 0.4
H 0.179294 -0.713382 -3.303960 0.0 -0.8 -0.1
H 0.818259 -3.919853 -2.137107 1.1 0.3 -0.2
H 2.263094 -3.606608 -3.256095 -0.5 0.0 1.1
H 2.441300 -4.589544 -1.751882 -0.4 1.1 -0.3
H 2.420779 -1.946084 0.675831 -0.5 -0.9 -0.4
H 1.031348 -3.144295 0.253105 1.0 0.5 0.0
H 2.745254 -3.695027 0.215459 -0.5 1.0 0.0
H -3.179936 -1.384143 0.483581 -0.3 1.3 0.5
H -5.523740 -0.987626 -0.266960 0.6 0.9 0.5
H -6.694432 1.285464 0.062122 1.1 0.1 0.5
H -2.967914 2.783765 2.159269 -0.8 -0.8 -0.4
H 1.090898 4.464718 0.030594 -0.1 -1.0 -0.5
H 2.188726 3.851860 -1.257548 -1.1 -0.2 0.3
H -1.561367 4.937182 -2.298030 0.3 0.6 0.5
C -3.956594 4.001832 5.627363 0.1 0.2 -0.2
N -4.409989 2.586948 5.549830 -0.1 -0.1 0.0
O -4.665511 2.137385 4.445030 0.1 -0.1 0.3
O -4.493086 1.980047 6.597510 0.0 0.1 -0.4
H -3.930210 4.415969 4.623022 -0.1 -0.1 0.1
H -4.668699 4.540823 6.248484 0.1 -0.1 0.1
H -2.963876 4.003963 6.073053 -0.1 0.0 0.1
C -2.684330 -1.901880 5.081773 0.1 0.3 0.1
N -3.192997 -3.244373 5.469614 0.0 -0.1 0.2
O -2.806724 -3.706263 6.525219 -0.2 0.0 -0.3
O -3.962415 -3.783462 4.695630 0.2 0.1 0.2
H -2.013314 -1.543703 5.857903 -0.1 -0.1 0.0
H -2.157640 -2.012430 4.137421 -0.2 0.0 0.0
H -3.543922 -1.241450 4.979818 0.0 -0.1 -0.1
C -4.950002 -5.044089 -0.654103 -0.1 -0.3 0.0
N -5.306896 -3.715020 -0.090508 -0.2 -0.3 0.1
O -6.321869 -3.638610 0.565038 0.3 0.3 -0.2
O -4.545151 -2.787121 -0.330792 -0.2 -0.9 -0.1
H -5.710233 -5.762719 -0.361278 0.0 0.2 0.0
H -4.911329 -4.941458 -1.736648 0.1 0.1 0.1
H -3.979111 -5.321862 -0.248992 0.0 0.1 -0.1
C 7.551475 2.104608 -5.450396 0.2 0.1 -0.2
N 6.533613 1.078588 -5.099226 0.1 -0.1 -0.3
O 6.273616 0.238300 -5.933231 -0.1 0.2 0.4
O 6.029841 1.157677 -3.988061 0.5 -0.2 -0.5
H 7.908711 1.911060 -6.457888 -0.1 -0.1 0.1
H 7.069531 3.078292 -5.391383 0.1 -0.1 0.1
H 8.362596 2.021700 -4.729978 -0.1 0.1 0.0
C 6.434216 -4.829806 -1.223052 0.2 -0.1 0.2
N 4.992274 -4.755938 -1.581034 0.2 0.1 -0.2
O 4.208665 -5.354383 -0.864771 0.2 0.1 -0.2
O 4.706717 -4.100959 -2.567030 0.2 -0.3 0.4
H 6.541971 -5.441209 -0.331365 -0.1 0.0 -0.1
H 6.958099 -5.277968 -2.064616 0.0 0.2 0.0
H 6.778691 -3.814187 -1.039421 0.0 0.0 -0.2
```
Forces are in eV/Å.

***

Question: Among the records above, which one has the highest charge?
Answer: C25H36AsClIP2Pt

***

Question: What is the formula in the first record?
Answer: C25H35N2O3